87
Properties=species:S:1:pos:R:3:forces:R:3 method="wB97M-V/def2-TZVPD" relative_energy_kj_mol=9.8 charge=-1 largest_force_ha_per_bohr=0.007 orbital_gap_ev=6.477 lumo_ev=2.16 e_tot_ha=-3105.84093
Rb -1.0132 2.0600 0.0003 0.330 0.178 -0.043
C 4.5254 5.3021 -2.3169 -0.058 0.012 0.025
Si 4.3516 5.2883 -0.4485 -0.034 -0.051 0.045
C 6.0973 5.4929 0.2527 0.013 0.049 -0.001
C 3.3749 6.7626 0.1840 0.032 -0.006 -0.061
C 3.6995 3.6444 0.1834 0.089 -0.038 -0.061
C 4.4970 2.8138 0.9529 -0.029 0.036 0.040
C 4.0351 1.5735 1.3928 -0.061 -0.035 -0.032
C 2.7498 1.2198 1.0306 0.053 0.123 -0.020
N 1.9482 1.9870 0.2929 -0.024 -0.126 0.063
C 2.3929 3.1810 -0.1581 0.108 -0.095 0.022
S 1.3588 4.1163 -1.1784 -0.104 0.032 -0.033
H 4.9578 6.2415 -2.6716 0.001 0.016 0.020
H 3.5439 5.1633 -2.7720 0.068 0.007 -0.012
H 5.1784 4.4867 -2.6389 -0.007 -0.002 -0.001
H 6.4864 6.4701 -0.0495 0.011 -0.028 0.005
H 6.7922 4.7336 -0.1156 -0.031 -0.004 0.008
H 6.1066 5.4611 1.3457 0.000 0.004 -0.015
H 3.9747 7.6740 0.0980 -0.023 0.001 -0.016
H 3.1171 6.6283 1.2373 0.003 -0.013 -0.011
H 2.4493 6.8844 -0.3768 0.000 -0.009 0.025
H 5.4995 3.1301 1.2240 -0.005 -0.012 -0.015
H 4.6488 0.9098 1.9870 0.003 0.003 0.002
H 2.3297 0.2641 1.3367 -0.007 0.000 0.014
N -1.3115 2.5322 3.1549 0.002 -0.083 0.003
C -2.5053 3.3872 3.1213 -0.209 0.144 -0.187
C -3.7639 2.5552 2.9307 -0.004 -0.104 0.027
C -3.9121 1.9464 1.5144 0.056 0.088 0.095
O -3.5056 2.6685 0.5712 -0.310 0.030 0.005
O -4.4184 0.8064 1.4324 0.045 0.086 0.128
H -1.3674 1.8751 3.9264 -0.013 0.048 -0.032
H -0.4667 3.0775 3.2896 -0.058 -0.005 -0.012
H -2.4116 4.0532 2.2616 -0.015 -0.021 -0.023
H -2.6235 4.0331 4.0014 0.146 -0.125 0.144
H -4.6380 3.1919 3.0964 0.001 0.012 -0.018
H -3.8198 1.7494 3.6694 0.022 0.006 -0.005
C -1.2757 -1.4711 -2.7468 -0.011 -0.053 0.131
N -1.2959 -1.8260 -1.3215 -0.122 -0.068 -0.259
P -2.5424 -0.9645 -0.4056 -0.059 0.111 -0.167
C -2.4676 -1.9429 1.1416 0.079 -0.061 0.123
C -2.7086 -3.3147 1.2029 -0.009 0.064 -0.029
C -2.5312 -4.0102 2.3888 -0.003 0.024 0.014
C -2.1174 -3.3361 3.5313 0.001 -0.052 -0.005
C -1.8925 -1.9688 3.4863 -0.002 0.082 -0.061
C -2.0674 -1.2739 2.2962 -0.089 -0.111 0.040
C -4.0672 -1.6257 -1.1804 -0.047 -0.108 0.067
C -4.1346 -2.8063 -1.9208 0.070 0.093 -0.009
C -5.3394 -3.2267 -2.4640 -0.029 0.016 0.013
C -6.4907 -2.4742 -2.2611 0.010 -0.050 -0.014
C -6.4327 -1.3053 -1.5172 0.080 0.015 0.030
C -5.2256 -0.8744 -0.9790 -0.003 -0.057 -0.040
P 0.1800 -1.8392 -0.4236 0.061 0.015 0.174
C 0.3899 -3.6206 -0.0543 0.092 -0.038 0.007
C 1.1226 -3.9600 1.0802 -0.044 -0.047 -0.045
C 1.2832 -5.2908 1.4462 0.000 0.051 -0.002
C 0.7000 -6.2937 0.6859 -0.010 0.007 -0.024
C -0.0400 -5.9639 -0.4443 0.017 0.026 0.022
C -0.1917 -4.6348 -0.8103 -0.011 0.019 -0.008
C 1.4675 -1.5462 -1.6871 0.074 0.010 -0.020
C 1.6362 -0.2245 -2.1121 -0.094 -0.128 -0.005
C 2.6565 0.1208 -2.9814 -0.032 0.012 0.009
C 3.5357 -0.8561 -3.4332 -0.013 -0.008 0.012
C 3.3820 -2.1712 -3.0181 -0.030 0.006 0.016
C 2.3532 -2.5180 -2.1490 0.020 0.062 -0.015
H -2.2426 -1.6930 -3.1948 -0.036 0.005 -0.005
H -0.5152 -2.0536 -3.2640 0.016 0.003 -0.017
H -1.0648 -0.4092 -2.9222 0.015 0.014 -0.013
H -3.0346 -3.8445 0.3161 0.027 0.009 -0.013
H -2.7102 -5.0780 2.4209 0.001 0.002 0.000
H -1.9738 -3.8788 4.4581 -0.007 0.000 -0.007
H -1.5820 -1.4389 4.3785 0.002 -0.004 0.002
H -1.9115 -0.2030 2.2640 0.026 0.019 0.000
H -3.2291 -3.3802 -2.0868 -0.035 -0.043 0.032
H -5.3814 -4.1395 -3.0461 -0.001 -0.002 0.000
H -7.4331 -2.8011 -2.6839 0.002 -0.013 -0.011
H -7.3301 -0.7216 -1.3536 0.003 0.004 0.005
H -5.1574 0.0192 -0.3646 -0.055 0.014 -0.041
H 1.5504 -3.1724 1.6910 0.005 -0.003 0.002
H 1.8500 -5.5407 2.3345 -0.003 -0.008 -0.001
H 0.8141 -7.3309 0.9762 -0.004 0.001 0.001
H -0.5027 -6.7450 -1.0352 0.000 0.002 -0.006
H -0.7840 -4.3662 -1.6778 -0.009 -0.019 0.008
H 0.9626 0.5442 -1.7507 0.159 0.064 0.043
H 2.7693 1.1560 -3.2787 0.008 -0.003 -0.004
H 4.3453 -0.5894 -4.1012 0.000 0.002 0.001
H 4.0687 -2.9332 -3.3666 -0.003 -0.001 0.002
H 2.2480 -3.5460 -1.8245 0.002 0.009 -0.005